# 1
{
  "formula": "C16H17N",
  "method": "ωB97M-V with the def2-TZVPD basis set",
  "largest_force_ev_per_a": 2.48,
  "gap_ev": 8.54,
  "multiplicity": 1,
  "e_above_lowest_kj_mol": 111.3,
  "smiles": "Cc1c[nH]c2ccccc12.Cc1ccccc1",
  "symbols": ["C", "C", "C", "N", "C", "C", "C", "C", "C", "C", "H", "H", "H", "H", "H", "H", "H", "H", "H", "C", "C", "C", "C", "C", "C", "C", "H", "H", "H", "H", "H", "H", "H", "H"],
  "xyz": [[-2.415, 2.302, -3.041], [-1.644, 2.069, -1.790], [-2.018, 2.266, -0.467], [-0.971, 1.939, 0.359], [0.084, 1.430, -0.338], [1.413, 1.185, 0.080], [2.282, 0.962, -0.962], [1.890, 0.975, -2.298], [0.603, 1.243, -2.715], [-0.304, 1.599, -1.722], [-2.020, 3.165, -3.582], [-3.426, 2.633, -2.761], [-2.518, 1.389, -3.630], [-2.898, 2.665, 0.026], [-1.017, 1.879, 1.360], [1.755, 1.139, 1.100], [3.263, 0.496, -0.802], [2.618, 0.732, -3.065], [0.341, 1.091, -3.742], [-0.530, -0.960, 3.498], [0.250, -1.597, 2.408], [-0.172, -1.308, 1.070], [0.200, -2.136, 0.044], [1.031, -3.243, 0.323], [1.614, -3.430, 1.557], [1.067, -2.677, 2.641], [-1.107, -0.061, 3.232], [0.069, -0.676, 4.363], [-1.327, -1.660, 3.774], [-0.814, -0.448, 0.974], [-0.426, -2.065, -0.841], [1.536, -3.765, -0.497], [2.332, -4.208, 1.768], [1.259, -2.922, 3.674]]
}


# 2
{
  "formula": "C33H52BF19NO15PSi",
  "method": "ωB97M-V with the def2-TZVPD basis set",
  "largest_force_ev_per_a": 0.71,
  "gap_ev": 8.68,
  "multiplicity": 1,
  "smiles": "CCB(O)[Si@@](CCOC(=O)CC)([PH2]=N)[C@@H](C)F.CCOC(=O)C(F)(F)F.CCOC(=O)C(F)(F)F.CCOC(=O)C(F)(F)F.CCOC(=O)C(F)(F)F.CCOC(=O)C(F)(F)F.CCOC(=O)C(F)(F)F",
  "symbols": ["C", "C", "B", "O", "Si", "C", "C", "O", "C", "O", "C", "C", "P", "N", "C", "C", "F", "H", "H", "H", "H", "H", "H", "H", "H", "H", "H", "H", "H", "H", "H", "H", "H", "H", "H", "H", "H", "H", "H", "C", "C", "O", "C", "O", "C", "F", "F", "F", "H", "H", "H", "H", "H", "C", "C", "O", "C", "O", "C", "F", "F", "F", "H", "H", "H", "H", "H", "C", "C", "O", "C", "O", "C", "F", "F", "F", "H", "H", "H", "H", "H", "C", "C", "O", "C", "O", "C", "F", "F", "F", "H", "H", "H", "H", "H", "C", "C", "O", "C", "O", "C", "F", "F", "F", "H", "H", "H", "H", "H", "C", "C", "O", "C", "O", "C", "F", "F", "F", "H", "H", "H", "H", "H"],
  "xyz": [[-0.147, 2.276, 2.296], [-0.051, 0.909, 1.545], [-1.492, 0.335, 1.589], [-1.866, -0.669, 2.480], [-2.923, 1.064, 0.350], [-4.610, 1.109, 1.198], [-5.625, 2.146, 0.688], [-6.005, 3.089, 1.701], [-5.037, 3.980, 2.064], [-4.070, 3.639, 2.701], [-5.314, 5.407, 1.688], [-5.544, 5.681, 0.193], [-2.232, 3.072, -0.422], [-0.728, 3.028, -0.941], [-2.949, -0.037, -1.205], [-3.435, -1.456, -0.966], [-3.726, 0.568, -2.229], [-1.176, 2.533, 2.584], [0.422, 2.223, 3.226], [0.238, 3.088, 1.679], [0.662, 0.236, 2.031], [0.273, 1.094, 0.517], [-2.102, -0.346, 3.357], [-5.034, 0.105, 1.076], [-4.455, 1.239, 2.271], [-5.264, 2.671, -0.203], [-6.551, 1.648, 0.395], [-6.184, 5.729, 2.271], [-4.461, 5.982, 2.058], [-5.841, 4.794, -0.367], [-6.335, 6.423, 0.066], [-4.645, 6.102, -0.263], [-3.155, 3.491, -1.404], [-2.448, 3.980, 0.644], [-0.686, 3.311, -1.914], [-1.917, -0.078, -1.578], [-3.734, -1.890, -1.924], [-4.295, -1.517, -0.294], [-2.632, -2.067, -0.547], [2.650, 7.370, 3.761], [1.185, 7.525, 3.417], [1.001, 7.728, 1.997], [0.981, 6.638, 1.252], [1.110, 5.505, 1.609], [0.721, 7.017, -0.223], [1.523, 8.008, -0.618], [-0.550, 7.422, -0.378], [0.911, 5.958, -0.995], [3.218, 8.229, 3.404], [2.769, 7.296, 4.842], [3.069, 6.473, 3.306], [0.771, 8.414, 3.879], [0.599, 6.665, 3.736], [2.727, 3.386, -1.596], [2.165, 2.407, -0.593], [1.942, 1.106, -1.191], [2.984, 0.306, -1.271], [4.106, 0.513, -0.912], [2.542, -1.043, -1.878], [1.744, -0.871, -2.937], [1.866, -1.752, -0.959], [3.595, -1.758, -2.259], [2.067, 3.454, -2.462], [2.800, 4.369, -1.137], [3.717, 3.091, -1.948], [1.182, 2.728, -0.256], [2.815, 2.295, 0.275], [0.508, -3.869, -3.640], [1.372, -5.042, -4.043], [0.714, -5.865, -5.034], [0.801, -5.451, -6.285], [1.362, -4.480, -6.697], [0.085, -6.459, -7.212], [-1.094, -6.833, -6.710], [0.844, -7.553, -7.357], [-0.117, -5.926, -8.411], [-0.465, -4.215, -3.287], [0.992, -3.318, -2.839], [0.342, -3.191, -4.477], [1.544, -5.694, -3.195], [2.338, -4.712, -4.424], [-3.859, 10.845, 1.703], [-4.560, 9.794, 2.534], [-3.646, 9.166, 3.459], [-3.424, 9.818, 4.589], [-3.897, 10.857, 4.937], [-2.450, 9.003, 5.467], [-1.429, 8.532, 4.737], [-3.090, 7.962, 6.009], [-1.956, 9.753, 6.443], [-3.001, 10.413, 1.188], [-4.546, 11.249, 0.960], [-3.505, 11.665, 2.327], [-4.926, 8.980, 1.912], [-5.402, 10.210, 3.087], [6.056, -9.838, -2.259], [6.560, -8.418, -2.391], [5.486, -7.467, -2.207], [5.175, -7.185, -0.955], [5.680, -7.613, 0.039], [4.028, -6.153, -0.926], [3.074, -6.455, -1.819], [4.496, -4.937, -1.218], [3.469, -6.117, 0.279], [5.237, -10.018, -2.956], [6.861, -10.538, -2.478], [5.696, -10.035, -1.249], [6.932, -8.222, -3.394], [7.355, -8.203, -1.679], [2.628, -9.051, 0.906], [2.039, -10.147, 1.764], [1.725, -11.316, 0.974], [2.736, -12.125, 0.705], [3.877, -12.000, 1.037], [2.227, -13.337, -0.106], [1.393, -12.958, -1.077], [1.574, -14.178, 0.705], [3.247, -13.987, -0.655], [1.953, -8.814, 0.082], [2.787, -8.156, 1.501], [3.585, -9.364, 0.492], [1.090, -9.845, 2.200], [2.713, -10.428, 2.572]]
}